The following is a DFT calculation (ωB97M-V with the def2-TZVPD basis set) of a cluster of 3 separate species, C21H24N2O2 in total in a non-equilibrium geometry.

```
49
Properties=species:S:1:pos:R:3:forces:R:3:nbo_charge:R:1
N 0.827219 -4.213865 0.908058 1.74 5.18 -4.38 -0.3337
C 1.112096 -3.294082 0.162230 -1.76 -2.42 2.88 0.2797
C 1.369673 -1.936658 -0.638037 1.42 -0.63 -0.02 -0.3017
C 2.116696 -0.921709 0.371006 0.55 -1.12 0.46 -0.4285
C 2.915197 0.277293 -0.341550 0.14 1.10 1.04 -0.0786
O 2.757073 0.349929 -1.786895 -0.60 1.29 0.93 -0.7371
C 0.096077 -1.328107 -1.399843 -0.23 -1.23 -1.75 -0.2861
C 0.077117 -2.018626 -2.876409 -1.22 -0.69 -3.83 0.2664
N -0.075839 -2.416353 -4.017011 1.01 2.15 6.58 -0.3306
C -1.328959 -1.616341 -0.744578 -0.79 1.92 1.72 -0.4372
C -1.560837 -0.513311 0.569676 -0.60 2.86 -1.25 0.0744
C -2.232614 0.969167 0.104812 5.63 -1.08 0.91 -0.2087
O -0.692296 0.736894 0.535717 -2.39 -3.65 0.14 -0.5812
H 2.149134 -2.192850 -1.462795 -1.39 0.35 1.46 0.2802
H 2.915064 -1.559764 0.927612 -1.44 1.03 -0.93 0.2343
H 1.375791 -0.583544 1.178264 1.10 -0.17 -1.36 0.2386
H 4.057575 0.242803 -0.126839 -2.02 -0.27 -0.17 0.1858
H 2.525580 1.265447 0.131267 0.67 -1.65 -0.75 0.1828
H 2.539032 1.304629 -1.957858 0.35 -1.56 -0.03 0.4813
H 0.268672 -0.200653 -1.612927 -0.29 -2.06 0.59 0.2962
H -2.199994 -1.388921 -1.467202 1.63 -0.39 1.01 0.2461
H -1.489768 -2.662980 -0.317317 0.62 1.40 -0.74 0.2524
H -1.905134 -0.971307 1.633240 1.13 1.35 -2.64 0.2343
H -1.937270 1.206422 -0.992395 -1.87 -0.22 1.77 0.2213
H -2.310791 1.799923 0.897804 -1.40 -1.46 -1.61 0.2485
C 4.767728 0.018530 5.633705 -0.04 -0.08 -0.08 -0.2128
C 3.456036 0.362058 5.319673 0.03 -0.06 -0.02 -0.2176
C 2.680204 -0.490614 4.539849 0.11 -0.03 0.00 -0.2065
C 3.217792 -1.685862 4.070011 0.04 0.07 0.02 -0.2229
C 4.532438 -2.025046 4.376341 -0.02 0.06 0.02 -0.2133
C 5.307123 -1.174120 5.159303 -0.10 0.05 -0.02 -0.2118
H 5.370199 0.680301 6.247231 -0.05 -0.05 -0.06 0.2135
H 3.037638 1.295077 5.683828 0.04 -0.10 -0.02 0.2128
H 1.656233 -0.224039 4.297947 0.08 -0.02 0.03 0.2104
H 2.612221 -2.352233 3.464069 0.04 0.03 0.06 0.2189
H 4.953621 -2.954118 4.005164 -0.05 0.08 0.05 0.2155
H 6.331354 -1.439768 5.400046 -0.10 0.02 -0.02 0.2139
C -4.361036 1.772130 -4.877930 -0.03 0.06 0.05 -0.2140
C -4.198234 1.321930 -3.571172 -0.04 0.08 0.01 -0.2068
C -4.781694 2.018122 -2.516547 -0.01 0.05 -0.10 -0.2214
C -5.525030 3.167882 -2.768326 0.06 -0.05 -0.07 -0.2134
C -5.680171 3.623252 -4.074296 0.04 -0.07 0.01 -0.2109
C -5.099823 2.925017 -5.129317 0.02 -0.05 0.11 -0.2105
H -3.911665 1.225480 -5.700421 -0.03 0.05 0.08 0.2173
H -3.616412 0.426609 -3.374473 -0.06 0.06 -0.04 0.2086
H -4.657304 1.664717 -1.497876 -0.03 0.02 -0.08 0.2104
H -5.982091 3.709309 -1.946678 0.04 -0.04 -0.07 0.2132
H -6.254791 4.523023 -4.270448 0.05 -0.10 0.02 0.2140
H -5.222851 3.278930 -6.147697 0.01 -0.04 0.10 0.2148
```
Forces are in eV/Å.

Structure (SMILES): N#C[C@H](CCO)[C@@H](C#N)C[C@@H]1CO1.c1ccccc1.c1ccccc1
2S+1: 1

The following is a DFT calculation (ωB97M-V with the def2-TZVPD basis set) of a cluster of 2 separate species, C3H10OSi in total in a non-equilibrium geometry.

```
15
Properties=species:S:1:pos:R:3:forces:R:3:nbo_charge:R:1
C 0.881374 1.459833 -0.559351 0.01 6.58 -2.63 0.0130
C -2.351988 1.366911 0.806600 -2.12 1.07 -0.51 -0.8581
C 1.536782 -2.413210 -0.714647 0.84 -0.46 -1.70 -1.1697
O 1.061393 0.453041 0.106095 0.43 -1.65 1.21 -0.7563
Si 1.600668 -1.013568 0.511900 2.15 -1.14 0.44 1.1372
H 1.071628 2.519203 -0.139797 -0.50 -1.87 -0.03 0.1330
H 0.843421 1.506846 -1.643201 -0.02 -0.72 -0.19 0.1307
H -1.347951 1.726375 0.662445 -0.05 0.62 -0.75 0.2179
H -3.263974 1.723532 0.185784 1.97 0.56 0.91 0.2145
H -2.404817 0.369858 0.503544 0.41 -2.04 0.13 0.2095
H -2.573224 1.490582 1.856578 -0.29 -0.22 0.26 0.2113
H 1.733427 -2.125086 -1.803146 -0.40 -0.24 1.43 0.2511
H 2.213812 -3.296453 -0.524178 -0.62 1.12 0.14 0.2578
H 0.516606 -2.741496 -0.599252 -0.51 -0.48 -0.38 0.2400
H 0.482837 -1.026364 1.350623 -1.30 -1.13 1.69 -0.2319
```
Forces are in eV/Å.

2S+1: 1

The following is a DFT calculation (ωB97M-V with the def2-TZVPD basis set) of the ion C15H22NO4 with charge +1 in a non-equilibrium geometry.

```
42
Properties=species:S:1:pos:R:3:forces:R:3:nbo_charge:R:1
C -6.966870 -0.147557 0.883490 -0.22 -0.26 0.14 -0.2593
O -6.104414 0.845127 0.365803 0.21 0.28 -0.14 -0.4667
C -4.835078 0.540482 0.076701 0.40 -0.03 -0.11 0.3705
C -4.247322 -0.717261 0.258291 -0.44 0.03 0.13 -0.3410
C -2.928055 -0.920631 -0.078325 0.31 0.24 -0.16 -0.0573
C -2.158317 0.120904 -0.602983 -0.46 -0.06 0.15 -0.2757
C -0.774350 -0.059468 -0.994145 0.55 0.07 -0.20 0.7995
O -0.054912 0.789268 -1.486432 -0.31 -0.11 0.05 -0.6465
O -0.283762 -1.307090 -0.725886 -0.31 0.08 0.23 -0.5213
C 0.962550 -1.640757 -1.300414 0.41 0.18 -0.26 -0.1039
C 2.140472 -1.674534 -0.317155 -0.68 -0.60 -0.42 -0.2336
N 2.692080 -0.374270 0.180125 0.00 -0.18 -0.09 -0.2108
C 1.740686 0.249999 1.119937 -0.65 0.46 0.59 -0.4315
C 2.985237 0.541489 -0.961661 0.34 0.88 -0.60 -0.2798
C 3.828313 1.746264 -0.535126 -0.16 -0.15 -0.06 -0.0906
O 5.028916 1.339254 0.071002 0.15 0.01 -0.08 -0.4971
C 4.779252 0.582809 1.222660 -0.15 -0.16 0.11 -0.0901
C 3.975053 -0.679076 0.882330 0.93 0.16 0.40 -0.2468
C -2.747883 1.381572 -0.784180 0.13 -0.22 0.03 -0.1145
C -4.059656 1.587537 -0.449380 -0.23 -0.07 0.09 -0.2631
H -7.083413 -0.978556 0.182721 0.03 0.04 0.02 0.1857
H -6.609940 -0.523026 1.846393 0.01 0.02 -0.05 0.1839
H -7.927465 0.344512 1.022081 0.08 -0.08 0.00 0.2154
H -4.820774 -1.538688 0.656573 -0.07 -0.05 0.04 0.2308
H -2.483548 -1.894118 0.056649 -0.01 -0.08 0.02 0.2198
H 1.162109 -0.975347 -2.146490 0.03 -0.21 0.11 0.2235
H 0.849290 -2.663323 -1.674974 0.13 0.14 0.08 0.2276
H 2.947269 -2.200536 -0.832138 0.04 0.14 0.09 0.2359
H 1.845793 -2.263214 0.554783 0.16 0.10 0.03 0.2343
H 1.406400 -0.480991 1.853721 0.13 -0.08 -0.06 0.2330
H 2.205944 1.080544 1.643166 0.07 -0.08 -0.08 0.2320
H 0.880042 0.634190 0.580075 0.15 -0.05 -0.05 0.2547
H 2.042388 0.892333 -1.389874 0.11 -0.24 0.12 0.2855
H 3.545214 -0.027375 -1.707160 -0.05 -0.09 0.10 0.2265
H 4.109863 2.311707 -1.424763 -0.18 -0.06 0.05 0.2352
H 3.261609 2.410392 0.131540 0.04 -0.01 -0.06 0.1798
H 5.753269 0.283488 1.614556 -0.18 -0.07 0.06 0.2343
H 4.274438 1.190867 1.986944 0.08 -0.06 -0.05 0.1776
H 3.761405 -1.246970 1.788645 -0.13 -0.03 -0.09 0.2362
H 4.588764 -1.287854 0.214850 -0.19 0.01 -0.02 0.2327
H -2.150788 2.179938 -1.197100 0.02 0.09 -0.04 0.2363
H -4.529792 2.547953 -0.584857 -0.05 0.12 -0.02 0.2389
```
Forces are in eV/Å.

Charge: +1
Structure (SMILES): COc1ccc(C(=O)OCC[N+]2(C)CCOCC2)cc1
2S+1: 1

The following is a DFT calculation (ωB97M-V with the def2-TZVPD basis set) of an isolated molecule of C6H12O.

```
19
Properties=species:S:1:pos:R:3:forces:R:3:nbo_charge:R:1
C 1.018545 0.587467 -1.848375 0.07 0.01 -0.02 -0.6024
C 0.153919 0.017054 -0.727958 -0.06 0.03 0.02 -0.2526
C -0.467455 -1.325189 -1.119965 -0.02 -0.06 -0.01 -0.6057
C 0.904755 -0.127504 0.581549 -0.16 -0.14 -0.12 0.0667
O 1.157337 1.064831 1.313316 -0.12 0.27 0.05 -0.4953
C 0.173753 0.169248 1.830190 -0.47 -0.07 0.17 0.0558
C -1.284401 0.611986 1.816923 -0.02 0.08 -0.06 -0.6532
H 0.411212 0.746267 -2.747506 0.13 -0.02 0.13 0.2085
H 1.450789 1.548937 -1.554106 -0.02 -0.13 -0.04 0.2202
H 1.834572 -0.096253 -2.112558 -0.08 0.09 0.06 0.2004
H -0.652587 0.732383 -0.538790 0.06 -0.08 -0.11 0.2067
H 0.307445 -2.071488 -1.335741 -0.09 0.11 0.04 0.2044
H -1.083955 -1.216016 -2.019021 0.10 -0.02 0.12 0.2132
H -1.103637 -1.724891 -0.320938 0.11 0.06 -0.12 0.2080
H 1.759218 -0.816916 0.542132 -0.33 0.08 0.25 0.1835
H 0.401379 -0.278700 2.790938 0.65 -0.27 -0.19 0.1826
H -1.361432 1.619379 1.405305 -0.08 -0.08 -0.04 0.2275
H -1.718835 0.629925 2.823567 0.27 0.00 -0.14 0.2176
H -1.900622 -0.070519 1.221039 0.07 0.15 0.02 0.2141
```
Forces are in eV/Å.

Structure (SMILES): CC(C)[C@H]1O[C@H]1C
2S+1: 1

The following is a DFT calculation (ωB97M-V with the def2-TZVPD basis set) of a cluster of 2 separate species, ClH2NS in total in a non-equilibrium geometry.

```
5
Properties=species:S:1:pos:R:3:forces:R:3:nbo_charge:R:1
N 0.102172 -1.070946 -1.014644 1.17 -1.84 -1.52 -0.7915
S 1.221491 -0.623606 -0.095701 0.11 0.51 0.40 0.4172
H -0.852617 -0.812382 -1.136337 -0.52 0.86 0.60 0.3882
Cl -1.768570 0.404557 0.618088 -3.33 -0.48 0.42 -0.2587
H -0.641117 0.849429 0.652487 2.57 0.95 0.11 0.2449
```
Forces are in eV/Å.

Structure (SMILES): N=S.Cl
2S+1: 1

Calculated relative energy (zero: lowest compared OMol25 entry of this formula, charge and spin) (kJ/mol), listed in the same order as above: 914.9 423.2 88.5 120.3 136.4